1.
Here is 2 unconnected molecules or ions with the total composition C3H12N2O2 at a distorted geometry from OMol25. Energies are from ωB97M-V/def2-TZVPD.

Last column: natural (NBO) charge in e.
Geometry (Å):
N (0.5391, -1.8480, 1.6690)  -0.84
C (1.1916, -1.1235, 0.5928)  -0.22
C (0.3486, -0.0626, -0.1371)  -0.10
N (0.9209, 0.4356, -1.3843)  -0.84
C (-1.0819, -0.5209, -0.3138)  -0.07
O (-1.7832, 0.3305, -1.2271)  -0.74
H (0.0641, -1.2847, 2.3548)  0.35
H (-0.1232, -2.5646, 1.4086)  0.36
H (1.4359, -1.8495, -0.1784)  0.18
H (2.1123, -0.7261, 1.0246)  0.19
H (0.3220, 0.7906, 0.5501)  0.18
H (1.5547, -0.2349, -1.8054)  0.36
H (1.4974, 1.2321, -1.1617)  0.38
H (-1.1000, -1.5256, -0.7394)  0.15
H (-1.6832, -0.5383, 0.5940)  0.18
H (-1.1082, 0.5460, -1.8903)  0.48
O (-0.6452, 3.0247, 0.1269)  -0.94
H (-1.4122, 3.3478, -0.3586)  0.47
H (-1.0495, 2.5715, 0.8753)  0.47

Force components x, y, z for each atom (eV/Å):
N -0.21 -0.46 0.46
C -0.54 -0.41 -0.27
C 0.33 0.67 1.70
N 0.23 -0.27 0.07
C -0.86 0.08 -1.26
O 0.26 -0.16 0.27
H 0.17 0.44 0.07
H 0.13 0.06 -0.44
H 0.41 -0.34 0.01
H 0.04 0.26 -0.44
H -0.12 0.10 -0.24
H -0.14 -0.22 -0.03
H -0.07 0.33 -0.16
H 0.09 -0.42 0.07
H 0.33 0.03 0.16
H -0.06 0.21 0.02
O -0.17 0.19 0.22
H 0.11 -0.05 -0.16
H 0.09 -0.02 -0.05

The value obtained for the HOMO energy is -9.094 eV. The calculation puts the calculated total energy at -381.47170 hartree. For the HOMO-LUMO gap, the calculation gives 9.9 eV. The multiplicity is 1.



2.
Here is 3 unconnected molecules or ions with the total composition C3H12N2O2 at a distorted geometry from OMol25. Energies are from ωB97M-V/def2-TZVPD.

Last column: natural (NBO) charge in e.
Geometry (Å):
H (2.6196, -1.1006, -1.5779)  0.35
N (1.7983, -1.1828, -0.9884)  -0.76
C (1.8306, -0.2293, -0.1011)  0.30
N (0.7931, 0.2043, 0.6311)  -0.65
C (0.3203, 1.6479, 0.6284)  -0.20
C (-1.0755, 1.6241, 1.2237)  -0.64
H (2.7239, 0.3987, -0.2004)  0.15
H (0.0576, -0.4060, 0.9421)  0.41
H (0.3690, 2.0078, -0.3878)  0.20
H (1.0568, 2.1194, 1.2898)  0.19
H (-1.8164, 1.1633, 0.5673)  0.24
H (-1.3904, 2.6739, 1.2578)  0.22
H (-1.0794, 1.2279, 2.2343)  0.21
O (-0.5916, -2.4754, -0.1919)  -0.99
H (0.3664, -2.4598, -0.4038)  0.50
H (-0.5863, -3.0531, 0.5787)  0.47
O (-1.7502, -0.3684, -2.0294)  -0.95
H (-1.1460, -0.8206, -1.4386)  0.49
H (-2.4999, -0.9712, -2.0340)  0.46

Force components x, y, z for each atom (eV/Å):
H 0.26 -0.48 0.36
N -0.42 0.19 1.24
C 0.40 -0.04 -3.24
N -0.70 0.79 1.23
C 1.29 -2.40 1.06
C 0.00 1.54 -0.61
H -0.38 0.57 0.73
H 0.08 -0.61 -0.69
H -0.14 0.36 -0.19
H -0.45 0.73 -0.31
H 0.28 -0.42 0.11
H -0.10 -0.10 0.34
H -0.06 -0.17 0.00
O 0.64 -0.41 0.47
H -0.24 0.53 -0.58
H -0.49 -0.06 0.05
O -0.30 0.13 -0.05
H 0.42 -0.20 0.22
H -0.08 0.07 -0.12

The value obtained for the HOMO energy is -9.015 eV. The calculation puts the calculated total energy at -381.46720 hartree. For the HOMO-LUMO gap, the calculation gives 9.9 eV. The multiplicity is 1.



3.
Here is 3 unconnected molecules or ions with the total composition C3H12N2O2 at a distorted geometry from OMol25. Energies are from ωB97M-V/def2-TZVPD.

Last column: natural (NBO) charge in e.
Geometry (Å):
H (-0.3292, 1.4738, 1.4536)  0.35
N (0.3474, 1.2169, 0.7405)  -0.69
C (0.3068, -0.0204, 0.5037)  0.30
N (-0.8559, -0.8035, 0.6174)  -0.70
C (-0.7921, -2.1469, 1.1855)  -0.21
C (-2.0817, -2.5057, 1.9107)  -0.61
H (1.0877, -0.5955, -0.0136)  0.16
H (-1.6683, -0.6160, 0.0589)  0.40
H (-0.5163, -2.9456, 0.4930)  0.18
H (-0.0165, -2.1048, 1.9555)  0.19
H (-2.3902, -1.6738, 2.5426)  0.21
H (-2.9332, -2.6503, 1.2308)  0.20
H (-1.9637, -3.4379, 2.4612)  0.22
O (2.3109, 3.3229, -1.5422)  -0.94
H (2.4844, 3.7036, -0.6723)  0.47
H (1.4561, 2.8920, -1.3965)  0.47
O (0.4595, 0.4115, -2.7677)  -0.94
H (1.2911, 0.8859, -2.8683)  0.48
H (0.0838, 0.7035, -1.9320)  0.47

Force components x, y, z for each atom (eV/Å):
H -0.79 0.12 -0.66
N 1.42 0.23 0.60
C -1.47 -1.06 -1.33
N 0.09 -0.65 1.11
C 0.18 0.19 0.51
C -0.52 0.15 -0.57
H 0.45 0.64 0.25
H 0.04 0.53 0.00
H 0.02 0.09 -0.29
H 0.10 -0.12 -0.14
H 0.20 -0.17 0.36
H 0.30 -0.06 -0.12
H -0.01 0.13 0.19
O -0.38 -0.07 0.25
H 0.16 -0.04 -0.13
H 0.18 0.04 -0.04
O -0.08 -0.10 -0.11
H 0.00 0.04 0.09
H 0.13 0.12 0.03

The value obtained for the HOMO energy is -9.426 eV. The calculation puts the calculated total energy at -381.45251 hartree. For the HOMO-LUMO gap, the calculation gives 10.3 eV. The multiplicity is 1.



4.
Here is 2 unconnected molecules or ions with the total composition C3H12N2O2 at a distorted geometry from OMol25. Energies are from ωB97M-V/def2-TZVPD.

Last column: natural (NBO) charge in e.
Geometry (Å):
N (-2.6953, -0.0397, -0.3514)  -0.85
C (-2.0064, 0.4550, 0.8495)  -0.22
C (-0.6965, -0.3562, 1.1595)  -0.10
N (-1.1362, -1.7485, 1.4254)  -0.85
C (0.3651, -0.1617, 0.1063)  -0.09
O (1.7396, 0.1094, 0.4100)  -0.72
H (-3.0651, -0.9827, -0.2499)  0.35
H (-3.5685, 0.4770, -0.4234)  0.35
H (-2.6425, 0.2985, 1.7191)  0.19
H (-1.6462, 1.4361, 0.5126)  0.19
H (-0.3032, 0.0429, 2.0967)  0.20
H (-1.0169, -2.3222, 0.5986)  0.36
H (-0.5797, -2.1716, 2.1571)  0.36
H (0.4087, -0.9636, -0.6337)  0.17
H (-0.0187, 0.6523, -0.5288)  0.18
H (2.0252, -0.3996, 1.1672)  0.47
O (3.7783, 1.5683, -3.0856)  -0.93
H (3.4094, 0.9639, -2.4359)  0.47
H (3.3364, 2.3859, -2.8429)  0.46

Force components x, y, z for each atom (eV/Å):
N -0.56 -0.28 -0.25
C 1.29 -1.16 -0.94
C -1.02 -0.39 0.60
N 0.51 0.18 0.02
C 0.05 0.20 -2.22
O -0.63 0.56 0.42
H 0.54 -0.15 0.36
H 0.25 0.33 -0.26
H 0.11 0.94 0.31
H -0.63 0.30 1.08
H -0.09 0.11 0.11
H -0.02 0.03 -0.02
H -0.01 -0.05 -0.04
H -0.45 -0.56 0.27
H 0.66 0.23 0.29
H -0.01 -0.27 0.22
O -0.19 0.05 0.18
H 0.09 -0.35 0.05
H 0.08 0.28 -0.18

The value obtained for the HOMO energy is -9.445 eV. The calculation puts the calculated total energy at -381.45254 hartree. For the HOMO-LUMO gap, the calculation gives 10.1 eV. The multiplicity is 1.



5.
Here is 2 unconnected molecules or ions with the total composition C3H12N2O2 at a distorted geometry from OMol25. Energies are from ωB97M-V/def2-TZVPD.

Last column: natural (NBO) charge in e.
Geometry (Å):
N (-2.3268, -0.6540, 0.3285)  -0.84
C (-1.0663, -0.4616, -0.4305)  -0.07
N (0.1137, -0.5139, 0.4166)  -0.65
C (0.0982, 0.5882, 1.4183)  -0.26
C (0.6376, 1.8472, 0.7451)  -0.08
O (1.7876, 1.5466, -0.0333)  -0.73
H (-2.2781, -1.5876, 0.7292)  0.34
H (-3.0417, -0.7649, -0.3808)  0.36
H (-1.0642, 0.5495, -0.8471)  0.17
H (-1.0273, -1.1259, -1.2971)  0.18
H (0.1160, -1.4286, 0.8520)  0.36
H (0.6689, 0.2853, 2.2523)  0.20
H (-0.9386, 0.7302, 1.7101)  0.21
H (0.7789, 2.5433, 1.5743)  0.18
H (-0.1140, 2.2547, 0.0743)  0.15
H (1.6027, 0.6013, -0.2138)  0.48
O (1.7979, -1.7841, -2.3425)  -0.94
H (1.5006, -0.8728, -2.3070)  0.47
H (2.7549, -1.7527, -2.2486)  0.47

Force components x, y, z for each atom (eV/Å):
N 0.39 -0.34 -0.46
C -0.11 0.84 -0.01
N -0.41 -0.30 -0.15
C -1.04 -0.52 -1.74
C -0.29 -0.35 0.26
O -0.25 -0.21 0.62
H 0.01 -0.01 0.21
H -0.39 0.26 0.05
H -0.33 -0.01 -0.04
H 0.52 -0.32 0.24
H 0.40 0.09 0.21
H 0.82 -0.22 0.92
H -0.07 0.34 0.42
H 0.61 0.35 -0.39
H -0.30 0.26 0.05
H 0.45 0.13 -0.17
O 0.00 -0.25 -0.07
H 0.05 0.16 0.06
H -0.06 0.09 0.00

The value obtained for the HOMO energy is -9.554 eV. The calculation puts the calculated total energy at -381.46167 hartree. For the HOMO-LUMO gap, the calculation gives 10.4 eV. The multiplicity is 1.



6.
Here is 2 unconnected molecules or ions with the total composition C3H12N2O2 at a distorted geometry from OMol25. Energies are from ωB97M-V/def2-TZVPD.

Last column: natural (NBO) charge in e.
Geometry (Å):
N (-1.6380, 0.9263, 2.2168)  -0.57
C (-0.6968, 0.3851, 1.2705)  -0.08
C (0.5145, 1.3920, 1.3599)  -0.06
O (0.9357, 1.7857, 2.6396)  -0.65
C (-1.3101, 0.4442, -0.1745)  -0.23
N (-0.3240, -0.0619, -1.0598)  -0.62
H (-2.0242, 0.2520, 2.8647)  0.42
H (-2.2493, 1.6465, 1.8519)  0.41
H (-0.4493, -0.5923, 1.7256)  0.25
H (0.3311, 2.2140, 0.6352)  0.17
H (1.3514, 0.8581, 0.9108)  0.21
H (0.1308, 1.5470, 3.1254)  0.47
H (-1.5390, 1.4682, -0.4630)  0.23
H (-2.2381, -0.1065, -0.3443)  0.25
H (0.2521, 0.7009, -1.4419)  0.39
H (-0.5263, -0.6375, -1.8807)  0.42
H (2.9835, -4.3831, -5.1478)  0.48
H (2.9951, -3.8512, -3.6447)  0.47
O (3.5008, -3.9876, -4.4437)  -0.95

Force components x, y, z for each atom (eV/Å):
N -0.15 -1.12 -1.47
C -0.50 1.25 3.49
C 1.65 -0.30 -2.14
O -1.75 -0.84 -0.52
C 0.03 -0.93 -2.23
N 0.52 1.46 -1.31
H -0.41 0.35 0.17
H -0.14 0.19 0.53
H 0.26 0.20 -1.11
H -0.30 0.13 0.80
H 0.14 -0.24 -0.19
H 0.66 0.73 0.97
H 0.15 0.46 0.66
H 0.14 -0.30 0.82
H 0.17 -0.56 0.59
H -0.48 -0.47 0.92
H -0.38 -0.03 0.34
H -0.48 -0.27 -0.15
O 0.86 0.28 -0.20

The value obtained for the HOMO energy (spin up / spin down) is -13.432 / -13.432 eV. The calculation puts the calculated total energy at -381.11847 hartree. The charge is +1. For the HOMO-LUMO gap (spin up / spin down), the calculation gives 10.3 / 4.6 eV. The multiplicity is 2.



7.
Here is 3 unconnected molecules or ions with the total composition C3H12N2O3S at a distorted geometry from OMol25. Energies are from ωB97M-V/def2-TZVPD.

Last column: natural (NBO) charge in e.
Geometry (Å):
N (-0.0498, -2.1683, -0.9954)  -0.82
C (-0.2761, -0.8755, -0.6750)  0.70
O (-1.2603, -0.3003, -1.1264)  -0.67
C (0.7336, -0.1426, 0.2234)  -0.15
N (1.6275, 0.5311, -0.7093)  -0.85
C (-0.0592, 0.7725, 1.1719)  -0.56
S (0.9940, 1.9357, 2.0622)  -0.05
H (0.7630, -2.6675, -0.6727)  0.39
H (-0.6317, -2.6885, -1.6285)  0.41
H (1.3727, -0.8588, 0.7362)  0.20
H (1.1847, 1.3123, -1.1811)  0.39
H (2.4750, 0.8229, -0.2444)  0.37
H (-0.5577, 0.1926, 1.9355)  0.25
H (-0.7911, 1.2810, 0.5597)  0.25
H (1.0129, 2.9154, 1.1459)  0.13
O (-1.2054, -2.0778, 2.1724)  -0.93
H (-2.0923, -2.0829, 1.7897)  0.47
H (-0.7107, -2.5668, 1.5035)  0.47
O (-0.6257, 2.3840, -1.7385)  -0.98
H (-1.0011, 1.4823, -1.7683)  0.50
H (-0.9024, 2.7992, -2.5608)  0.47

Force components x, y, z for each atom (eV/Å):
N 0.67 -0.76 0.54
C -0.50 0.12 -0.25
O 0.17 0.01 0.00
C -0.07 0.02 -0.63
N 0.08 -0.23 -0.22
C 0.59 -0.18 -0.20
S 0.03 0.22 0.07
H 0.11 0.31 0.01
H -0.29 0.41 -0.13
H -0.22 -0.14 0.39
H 0.00 0.08 0.14
H -0.09 0.19 0.03
H -0.19 -0.18 0.05
H -0.19 0.30 0.17
H 0.01 -0.10 -0.01
O -0.17 -0.27 -0.36
H -0.03 0.16 0.23
H 0.13 0.01 0.14
O -0.10 -0.21 -0.17
H 0.02 0.18 0.18
H 0.04 0.04 0.04

The value obtained for the HOMO energy is -8.884 eV. The calculation puts the calculated total energy at -854.95054 hartree. For the HOMO-LUMO gap, the calculation gives 9.4 eV. The multiplicity is 1.



We obtain energy relative to the best compared isomer or geometry (same formula, charge and spin) values of 113.4 125.3 163.9 163.8 139.8 247.4 0.0 kJ/mol for the records listed above, in that order.